[1]
Entry from the Open Molecules 2025 dataset: an isolated molecule of C6H10O (the ωB97M-V functional and the def2-TZVPD basis).

SMILES	C[C@H]1C[C@H]1CC=O
HOMO level	-9.7	eV
F_max	0.5	eV Å⁻¹
net charge	0
E_LUMO	1.06	eV
energy above the lowest of the compared OMol25 structures with the same formula, charge and spin	71.7	kJ/mol

Geometry as XYZ:
```
17
Properties=species:S:1:pos:R:3:forces:R:3
C 1.21316 -0.88279 -1.53182 -0.02 0.05 -0.05
C 1.01185 -0.94160 -0.03354 0.03 -0.13 -0.03
C 1.14299 0.29136 0.82033 0.13 0.13 0.08
C -0.19755 -0.36883 0.65235 -0.11 -0.07 0.08
C -1.29864 0.36619 -0.07541 0.09 -0.01 -0.02
C -2.03497 1.29077 0.87336 -0.06 -0.09 0.30
O -2.20282 1.05311 2.04543 0.07 0.13 -0.49
H 2.23003 -1.19621 -1.79214 -0.14 0.07 0.04
H 1.07633 0.13028 -1.92574 -0.01 -0.14 0.08
H 0.51593 -1.54542 -2.05770 0.10 0.07 0.07
H 1.38204 -1.85908 0.42113 -0.07 0.14 -0.07
H 1.63933 0.23364 1.78421 -0.07 -0.03 -0.16
H 1.29486 1.23432 0.29629 -0.02 -0.17 0.07
H -0.56310 -0.92224 1.51317 0.10 0.08 -0.12
H -2.04316 -0.33377 -0.48671 0.08 0.11 0.07
H -0.92208 0.94794 -0.92517 -0.03 -0.07 0.14
H -2.43066 2.22940 0.43405 -0.06 -0.07 0.02
```
Forces are in eV/Å.

[2]
Entry from the Open Molecules 2025 dataset: an isolated molecule of C19H25N3O4S (the ωB97M-V functional and the def2-TZVPD basis).

SMILES	CCN(CC(=O)Nc1ccccc1OC)C(=O)CSCc1c(C)noc1C
HOMO level	-8.2	eV
F_max	1.2	eV Å⁻¹
net charge	0
E_LUMO	0.48	eV
energy above the lowest of the compared OMol25 structures with the same formula, charge and spin	267.6	kJ/mol

Geometry as XYZ:
```
52
Properties=species:S:1:pos:R:3:forces:R:3
C 3.45038 -2.17178 2.20370 -0.12 0.19 -0.15
H 3.19901 -3.22092 2.06490 -0.01 -0.11 -0.01
H 4.49077 -2.02497 1.92795 0.15 -0.01 0.02
H 3.33705 -1.93090 3.25755 0.01 0.00 0.12
C 2.56080 -1.27570 1.34418 0.36 -0.28 0.00
N 1.15540 -1.43042 1.66343 -0.03 0.14 0.26
C 0.27511 -2.19480 0.99467 0.01 -0.28 -0.13
O -0.92294 -2.17103 1.24616 -0.29 -0.01 0.07
C 0.81782 -3.12270 -0.07265 0.01 0.28 -0.42
H 1.73767 -3.61130 0.24203 -0.02 -0.06 0.01
H 0.06103 -3.87172 -0.30197 0.05 -0.01 0.17
S 1.20935 -2.24941 -1.63108 -0.02 -0.17 -0.08
C -0.39760 -2.35708 -2.51213 0.32 -0.04 0.39
C -1.45048 -1.52765 -1.89173 -0.84 -0.10 0.33
C -2.55753 -1.90996 -1.17726 0.74 0.10 -0.70
O -3.23100 -0.81324 -0.80254 -0.22 -0.84 0.24
N -2.58288 0.29520 -1.24784 0.36 1.05 -0.34
C -1.52237 -0.10318 -1.89521 -0.35 -0.54 0.24
C -0.56398 0.83671 -2.52070 -0.07 0.10 0.07
H 0.40401 0.75465 -2.02754 0.08 0.05 0.02
H -0.93512 1.85250 -2.42353 0.03 0.12 -0.05
H -0.43059 0.59107 -3.57372 0.02 0.04 -0.09
C -3.09115 -3.23079 -0.76995 -0.01 0.24 0.19
H -2.71432 -3.46945 0.22467 0.00 -0.06 0.01
H -2.77930 -4.00312 -1.46861 -0.02 -0.05 -0.04
H -4.17631 -3.18959 -0.72671 -0.09 -0.08 -0.06
H -0.16033 -2.00413 -3.51657 -0.01 -0.13 -0.04
H -0.67751 -3.40990 -2.54985 -0.03 0.03 -0.16
C 0.66409 -0.60712 2.75306 -0.12 0.18 0.08
H 1.39083 -0.61237 3.56727 -0.07 0.09 -0.08
H -0.28404 -1.02660 3.09810 0.15 0.05 0.01
C 0.46296 0.83842 2.27996 0.14 -0.53 0.50
O 1.14667 1.75166 2.68432 0.11 0.16 0.15
N -0.52640 0.94816 1.36738 -0.43 0.03 -0.44
C -0.83291 2.15076 0.69804 0.24 0.28 0.06
C -2.13478 2.61839 0.66516 0.26 0.10 0.02
C -2.43377 3.81255 0.03351 -0.07 0.06 -0.04
C -1.42030 4.54523 -0.55399 -0.09 -0.01 -0.01
C -0.11647 4.07670 -0.54874 0.30 -0.05 -0.03
C 0.19245 2.86454 0.05572 -0.14 -0.12 0.04
O 1.41830 2.27204 0.02882 -0.43 -0.07 0.00
C 2.50583 3.00440 -0.47656 0.14 0.10 -0.09
H 2.38648 3.21831 -1.54480 0.01 0.02 0.05
H 3.37979 2.37035 -0.33396 -0.02 0.07 -0.03
H 2.64688 3.94022 0.07170 -0.02 -0.02 -0.02
H 0.65253 4.65738 -1.03336 0.10 0.02 -0.03
H -1.63883 5.48719 -1.03480 -0.02 0.08 -0.04
H -3.45090 4.17044 0.00994 -0.10 0.03 0.00
H -2.91155 2.03795 1.13709 -0.06 -0.08 0.07
H -1.14011 0.15814 1.21447 0.10 -0.10 0.00
H 2.72183 -1.48639 0.28586 0.00 0.15 0.11
H 2.81641 -0.22674 1.51614 -0.01 -0.03 -0.15
```
Forces are in eV/Å.

[3]
Entry from the Open Molecules 2025 dataset: an isolated molecule of C18H22N2O3S (the ωB97M-V functional and the def2-TZVPD basis).

SMILES	COc1ccc(N[C@@H]2CS(=O)(=O)C[C@H]2NCc2ccccc2)cc1
HOMO level	-7.6	eV
F_max	0.8	eV Å⁻¹
net charge	0
E_LUMO	0.60	eV
energy above the lowest of the compared OMol25 structures with the same formula, charge and spin	229.5	kJ/mol

Geometry as XYZ:
```
46
Properties=species:S:1:pos:R:3:forces:R:3
C -6.49977 2.57045 0.55613 -0.10 0.16 -0.03
H -6.23589 3.34035 1.28910 0.00 -0.02 -0.04
O -5.73955 1.40288 0.73500 0.23 -0.23 0.04
C -4.37818 1.49292 0.61981 0.06 -0.13 0.03
C -3.67449 2.65136 0.31398 -0.31 -0.05 0.02
C -2.29563 2.61852 0.21583 0.16 -0.19 -0.01
C -1.57722 1.44330 0.42621 -0.33 0.10 0.01
C -2.29214 0.28366 0.73386 0.12 0.10 -0.06
C -3.66741 0.31257 0.82724 -0.27 0.21 -0.04
H -4.22010 -0.58256 1.06463 -0.07 -0.12 0.03
H -1.77578 -0.64696 0.90785 0.07 -0.14 0.02
N -0.19138 1.48410 0.38453 0.36 0.35 0.01
H 0.18137 2.33053 -0.02786 -0.08 0.03 0.11
C 0.62138 0.32110 0.11689 -0.54 -0.38 0.12
C 2.06729 0.75749 0.19945 -0.10 0.21 -0.74
H 2.76536 -0.06287 0.31367 0.04 0.00 -0.07
H 2.22219 1.50810 0.96742 0.06 0.12 0.00
S 2.31387 1.54683 -1.42314 0.29 -0.01 -0.20
O 3.58019 1.17827 -1.99731 0.14 -0.29 -0.01
O 2.02099 2.95184 -1.30866 -0.33 0.30 0.20
C 0.94053 0.73472 -2.31482 0.43 0.17 0.55
H 0.24771 1.51913 -2.60188 0.00 0.12 0.01
H 1.34476 0.24963 -3.19761 0.09 -0.01 -0.03
C 0.32945 -0.24618 -1.30891 -0.35 -0.10 0.29
N 0.72932 -1.62775 -1.45918 -0.11 -0.32 -0.37
H 0.25532 -2.02405 -2.26005 0.04 0.03 0.09
C 2.15264 -1.94639 -1.50630 -0.11 -0.09 0.06
C 2.68393 -2.37004 -0.15686 0.12 -0.09 0.01
C 4.02706 -2.18623 0.15231 -0.08 -0.09 -0.05
C 4.52563 -2.59491 1.37687 0.09 0.00 0.02
C 3.68683 -3.18747 2.30592 0.04 -0.02 0.10
C 2.34882 -3.37461 2.00294 0.01 -0.04 0.07
C 1.85103 -2.97211 0.77628 0.01 0.01 -0.06
H 0.81086 -3.11758 0.52803 -0.10 0.01 0.00
H 1.69182 -3.83952 2.72334 -0.06 -0.04 0.06
H 4.07577 -3.50335 3.26244 0.03 -0.02 0.08
H 5.57038 -2.44756 1.60708 0.09 0.02 0.03
H 4.67989 -1.71542 -0.56946 0.08 0.08 -0.08
H 2.28613 -2.79251 -2.18915 -0.01 0.15 -0.03
H 2.76109 -1.11865 -1.89454 0.01 -0.16 -0.04
H -0.76246 -0.24577 -1.41682 0.21 0.07 -0.01
H 0.40247 -0.45865 0.85355 0.13 0.05 -0.09
H -1.75896 3.52541 -0.02400 0.05 0.12 -0.02
H -4.18430 3.58664 0.14480 -0.07 0.07 -0.01
H -7.53689 2.27365 0.70563 0.06 0.08 -0.02
H -6.38394 2.97767 -0.45424 0.01 0.00 0.04
```
Forces are in eV/Å.